{
  "formula": "C18H41N12O22",
  "method": "the ωB97M-V functional and the def2-TZVPD basis",
  "charge": 1,
  "de_lowest_kj_mol": 973.7,
  "multiplicity": 1,
  "homo_energy_ha": -0.43466,
  "lumo_energy_ev": -5.7,
  "gap_ev": 6.13,
  "elements": ["C", "H", "H", "H", "O", "N", "O", "H", "O", "O", "C", "C", "O", "H", "H", "N", "O", "H", "H", "C", "O", "O", "O", "C", "C", "O", "H", "C", "H", "H", "N", "H", "H", "C", "H", "O", "H", "N", "H", "C", "N", "O", "C", "C", "O", "H", "H", "N", "H", "N", "H", "H", "H", "H", "C", "O", "O", "O", "H", "N", "O", "H", "O", "H", "H", "H", "C", "H", "H", "O", "O", "C", "H", "H", "H", "H", "C", "H", "O", "N", "C", "N", "H", "O", "H", "H", "C", "C", "H", "H", "N", "N", "H"],
  "coordinates": [[0.456, -3.126, 3.134], [0.124, -3.598, -2.683], [-0.876, -2.377, -0.076], [-0.340, -1.564, -7.167], [1.533, -1.317, -5.673], [2.644, -7.191, -5.985], [0.586, -3.461, 6.387], [1.570, -2.162, -0.638], [-2.129, 0.880, -2.328], [-0.867, 4.542, 3.659], [-0.677, 8.272, 1.964], [-5.396, -3.181, -2.605], [-1.311, 2.529, 4.437], [-0.740, 2.563, -1.451], [-0.086, -3.341, -7.221], [4.477, 5.606, 1.064], [-2.467, 0.156, -0.013], [-5.422, -0.677, -2.544], [2.797, -7.158, -3.896], [0.757, -1.663, 7.851], [-0.442, 8.543, -0.333], [-1.750, 3.400, -3.653], [4.689, 4.641, 1.808], [-2.581, -0.115, -1.342], [-2.466, 5.617, -3.614], [-1.482, 5.322, -0.473], [0.378, -0.641, 7.912], [-0.740, 3.114, -0.508], [5.819, -4.427, 6.966], [4.684, -5.328, 8.028], [-4.601, -4.442, -2.295], [-6.468, -3.314, -3.067], [-2.527, 0.639, -3.216], [-2.447, -2.965, -1.419], [2.047, -1.997, -2.495], [1.089, -3.329, -4.894], [-2.631, -5.422, -1.525], [3.989, -3.468, 7.309], [-1.792, 5.635, -2.756], [1.195, -1.796, -1.686], [0.029, 8.013, 0.680], [-0.483, -1.603, 5.880], [-3.284, -1.572, -1.700], [-2.672, 3.379, 2.756], [5.133, 6.654, 1.029], [4.373, -5.241, 6.261], [3.514, 4.629, -0.519], [0.244, -2.292, 6.604], [1.104, -2.911, 3.986], [-2.467, 4.248, -4.198], [-1.174, -2.620, -5.977], [2.426, 5.351, 0.726], [-3.574, 3.239, 3.355], [0.101, 2.821, 0.123], [3.157, -6.562, -4.738], [1.031, 7.289, 0.721], [2.986, -8.359, -6.202], [0.451, 4.882, -1.434], [-0.662, 9.350, 2.136], [-0.578, 4.557, -0.831], [1.334, -4.224, 1.276], [-2.740, 4.295, 2.165], [-3.188, 4.063, -5.185], [-1.686, 2.974, 0.021], [2.778, -5.540, -4.677], [-1.698, 7.900, 1.859], [-3.186, -4.398, -1.736], [1.847, -1.668, 7.798], [-0.156, 7.746, 2.766], [3.388, -3.329, 8.381], [3.994, -2.664, 6.370], [4.779, -4.716, 7.129], [0.397, -2.259, 8.692], [-3.489, 5.844, -3.306], [3.260, 6.407, -0.464], [-5.048, -5.368, -2.481], [-4.805, -1.649, -2.315], [1.006, -0.622, -1.729], [1.917, -6.502, -6.709], [1.312, -3.167, 1.917], [-0.159, -2.628, -2.085], [-1.523, 3.494, 3.693], [-0.032, -4.095, 3.255], [1.937, -2.137, 1.640], [4.247, -6.567, -4.791], [-2.486, 2.517, 2.111], [3.328, 5.491, 0.126], [-0.272, -2.480, -6.576], [-2.123, 6.305, -4.389], [-0.758, -1.939, -2.852], [0.877, -2.365, -5.638], [-1.018, -3.032, -0.877], [-0.285, -2.337, 2.989]],
  "forces_ev_per_angstrom": [[-0.16, -0.19, 0.16], [-0.60, 1.86, 1.32], [-0.47, -0.40, -0.99], [0.13, -0.20, 0.22], [-0.91, -1.76, 0.30], [-0.30, -0.61, -0.92], [-0.57, 1.49, -0.04], [-0.60, 0.92, -2.03], [-2.40, -4.08, 1.85], [-0.79, -1.50, 0.15], [0.04, -0.09, 0.36], [2.82, 1.33, 1.30], [-0.23, 1.52, -1.10], [0.12, 0.23, 0.23], [-0.07, 0.06, 0.23], [0.87, 0.24, 0.59], [-0.54, -1.86, -9.08], [1.22, -2.34, 0.48], [0.19, 0.00, -0.19], [-0.03, 0.42, 0.16], [0.89, -0.90, 1.47], [-1.01, 0.65, -0.82], [-0.16, 1.39, -0.94], [0.61, 2.12, 5.83], [0.25, 0.20, 0.28], [1.11, -0.67, -0.50], [-0.01, -0.31, -0.16], [-0.11, -0.19, 0.13], [-0.23, -0.01, -0.11], [-0.05, 0.26, -0.20], [1.99, 4.78, 0.69], [2.44, 0.09, 1.10], [0.75, 0.39, 1.14], [-2.66, -0.77, -0.21], [-2.00, 0.26, 1.78], [-0.15, 1.28, -0.85], [-1.39, 2.42, -0.53], [-0.52, 0.74, 0.18], [-0.21, 0.00, -0.33], [0.15, -0.08, -0.41], [0.36, -0.11, -1.03], [0.97, -1.28, 0.67], [-1.64, -2.59, -1.41], [-0.18, 0.20, -0.22], [-0.80, -1.61, 0.24], [0.14, 0.20, 0.08], [-0.04, 0.07, 0.23], [-0.36, -0.08, -0.52], [-0.19, 0.08, -0.22], [-0.23, -0.52, -0.62], [0.20, -0.13, -0.09], [0.27, -0.04, -0.14], [0.21, -0.12, -0.10], [-0.05, 0.07, -0.17], [0.00, 0.32, 0.18], [-1.39, 1.05, -0.31], [-0.64, 1.83, 0.20], [-1.81, -0.31, 0.93], [-0.11, -0.19, -0.14], [0.63, 0.72, -0.24], [0.16, 1.54, 0.52], [0.12, -0.17, 0.19], [1.18, -0.10, 1.55], [0.25, 0.14, -0.23], [0.04, -0.26, -0.13], [0.17, 0.18, -0.07], [-1.01, 3.43, -0.21], [-0.24, -0.19, 0.06], [-0.07, 0.08, -0.30], [0.82, 0.04, -1.57], [-0.22, -0.99, 1.46], [0.08, -0.30, 0.18], [0.21, -0.01, -0.20], [0.16, -0.02, -0.20], [0.04, -0.24, 0.27], [0.56, 1.14, 0.21], [2.86, -4.24, 0.91], [0.27, -2.59, 0.42], [0.90, -1.06, 0.81], [0.48, -0.18, -0.56], [1.33, 0.54, -1.54], [0.95, 0.06, 0.80], [0.23, 0.23, -0.09], [-0.80, -1.49, 0.12], [-0.21, -0.15, 0.05], [-0.10, 0.03, 0.26], [-0.11, 0.12, -0.28], [-0.12, 0.17, -0.30], [-0.20, -0.15, 0.08], [1.03, -1.42, 1.60], [0.97, 0.53, 0.46], [-2.73, 1.12, -2.30], [0.26, 0.00, 0.14]],
  "lowdin_charge": [0.0338, 0.1144, 0.1129, 0.1005, 0.0717, -0.4264, 0.0348, 0.0580, 0.0195, 0.0508, 0.0438, 0.0494, 0.0585, 0.0690, 0.1068, -0.4213, -0.0009, 0.1283, 0.1018, 0.0436, 0.0552, 0.0338, 0.0427, -0.2288, 0.0587, 0.0305, 0.1007, 0.0401, 0.1047, 0.0987, 0.0270, 0.1391, 0.1360, -0.0712, 0.0987, 0.0147, 0.1588, -0.4119, 0.0638, -0.0780, -0.4095, 0.0504, 0.0437, 0.0344, 0.0557, 0.1033, 0.1007, -0.4077, 0.0828, -0.4051, 0.0925, 0.0762, 0.1044, 0.1141, 0.0394, 0.0323, 0.0581, 0.0657, 0.1029, -0.4036, 0.0414, 0.0897, 0.0590, 0.0719, 0.0775, 0.0995, 0.1139, 0.0719, 0.0967, 0.0464, 0.0508, 0.0445, 0.1086, 0.1104, 0.0944, 0.1548, 0.0751, 0.0943, 0.0390, -0.4240, -0.2579, -0.4217, 0.1016, 0.0401, 0.1052, 0.0811, 0.0116, 0.0441, 0.1131, 0.1086, -0.4103, -0.0235, 0.0991]
}

---

{
  "formula": "C18H41N2O5PtSi4Te",
  "method": "the ωB97M-V functional and the def2-TZVPD basis",
  "charge": 1,
  "de_lowest_kj_mol": 76.3,
  "s2": 6.01,
  "multiplicity": 5,
  "homo_energy_ha": [-0.36151, -0.39174],
  "lumo_energy_ev": [-2.6, -5.3],
  "gap_ev": [7.27, 5.37],
  "elements": ["N", "H", "O", "H", "H", "C", "H", "H", "H", "C", "C", "H", "Si", "O", "H", "C", "H", "O", "H", "H", "H", "Si", "C", "H", "H", "H", "C", "H", "C", "H", "H", "Si", "N", "H", "C", "C", "H", "Pt", "Si", "C", "O", "H", "H", "H", "C", "H", "C", "H", "C", "C", "H", "H", "H", "H", "C", "H", "H", "H", "H", "H", "C", "H", "H", "H", "O", "Te", "C", "C", "H", "H", "H", "H"],
  "coordinates": [[-0.055, 3.442, 0.796], [-2.536, 4.076, -1.530], [1.369, 0.986, 0.335], [-2.411, -1.946, 2.019], [4.090, 0.886, -2.138], [1.698, 2.092, -0.268], [4.995, -3.009, -0.226], [0.198, 4.717, -1.687], [-6.774, 1.681, 0.524], [-4.458, 0.751, -0.562], [-1.579, 2.426, 2.578], [1.014, -3.493, -4.526], [0.376, -3.058, -2.156], [-1.626, 3.902, -1.800], [0.515, 2.793, 2.715], [-0.321, 3.294, 2.227], [0.093, -5.054, -0.639], [-2.182, 1.865, 1.618], [5.119, 0.086, 1.292], [-5.750, 0.979, 1.780], [1.787, -3.124, 2.206], [0.007, -1.391, 1.787], [1.383, 3.372, 0.488], [-1.123, 5.863, -1.401], [-6.212, -0.236, -1.005], [-5.229, -0.958, 0.285], [0.587, -0.297, 3.219], [3.328, -3.370, 0.156], [0.724, -3.143, 1.993], [-1.987, -1.852, 0.312], [5.578, 0.082, -1.675], [3.634, -0.946, -0.478], [-3.577, 1.391, -0.932], [1.696, 4.204, -0.148], [1.340, -2.774, -3.776], [-1.509, -2.984, -2.449], [-1.787, -3.694, -3.226], [-1.399, 1.628, -0.409], [1.209, -0.564, -0.578], [-1.826, -1.396, 1.285], [2.171, 2.100, -1.386], [0.566, -3.775, 1.130], [-1.676, 4.725, 0.738], [2.407, -2.913, -3.643], [3.968, -2.821, -0.525], [0.556, 0.747, 2.936], [4.530, -0.078, -1.911], [-0.103, 5.551, 0.710], [-0.664, 4.692, 0.321], [-5.589, -0.015, -0.134], [4.072, -1.132, 1.992], [-0.051, -0.405, 4.094], [3.840, -3.238, -1.516], [0.239, -3.621, 2.840], [-0.772, 4.842, -1.200], [1.993, 3.403, 1.399], [-2.075, -3.249, -1.562], [1.171, -1.779, -4.178], [3.438, 0.456, 1.611], [-7.216, 0.142, 1.263], [-6.383, 0.751, 0.927], [4.486, -0.674, -2.817], [-2.212, -0.378, 1.252], [0.857, -5.499, -2.147], [-1.859, 2.318, 3.754], [-0.171, 0.687, -2.414], [0.829, -4.738, -1.371], [4.112, -0.322, 1.268], [-1.828, -1.999, -2.779], [1.801, -4.730, -0.895], [1.607, -0.535, 3.512], [-0.441, 4.263, 2.725]],
  "forces_ev_per_angstrom": [[0.16, -0.18, -0.27], [-0.10, 0.03, -0.09], [-0.45, 0.27, 0.57], [-0.16, -0.07, 0.17], [-0.09, 0.15, 0.06], [0.45, 0.40, -0.10], [0.25, 0.00, 0.07], [-0.05, 0.02, 0.04], [-0.03, 0.06, -0.02], [0.73, 0.48, -0.61], [1.40, 1.00, 1.12], [-0.16, -0.15, -0.05], [-0.10, -0.57, -0.22], [-0.46, -1.13, 0.19], [-0.03, 0.04, -0.08], [-0.66, -0.61, 0.54], [-0.15, 0.03, 0.11], [-0.83, -0.86, -2.09], [0.17, 0.00, -0.15], [0.02, 0.03, 0.09], [0.23, 0.14, 0.03], [0.69, -0.48, -1.50], [0.43, -0.10, -0.16], [0.09, -0.17, -0.05], [0.13, -0.05, 0.03], [0.05, 0.00, -0.15], [-0.35, -0.13, -0.58], [-0.18, -0.06, 0.22], [-0.45, 0.66, 0.05], [0.22, -0.13, -0.10], [0.22, -0.04, 0.10], [0.01, -0.45, -0.38], [-0.17, -0.47, 0.17], [-0.07, -0.11, 0.08], [-0.31, 0.07, 0.61], [0.65, 0.18, 0.14], [0.08, -0.14, -0.19], [-0.43, 1.74, 1.09], [0.13, -0.65, 1.68], [0.42, 0.10, 0.43], [0.07, 0.39, -0.38], [-0.09, -0.05, -0.24], [0.06, 0.08, 0.03], [0.19, 0.02, 0.12], [-0.08, 0.70, -0.02], [-0.01, 0.15, -0.04], [-0.26, -0.14, 0.50], [-0.08, 0.00, 0.05], [-0.20, 0.12, -0.48], [-0.71, -0.34, 0.40], [-0.05, -0.19, 0.02], [-0.16, -0.11, 0.03], [-0.06, -0.07, -0.29], [-0.12, -0.13, 0.24], [0.60, 0.57, 0.65], [-0.15, 0.04, -0.09], [0.00, -0.02, 0.22], [-0.01, 0.14, -0.06], [-0.08, 0.14, 0.08], [-0.08, -0.05, 0.03], [-0.04, 0.06, 0.07], [-0.06, -0.23, -0.13], [-0.05, 0.05, 0.15], [-0.03, -0.08, -0.27], [-0.02, 0.06, -0.10], [0.32, -0.59, -0.41], [-0.14, 0.68, -0.18], [-0.32, -0.02, -0.56], [-0.07, 0.14, -0.06], [0.20, 0.04, 0.08], [0.11, -0.14, -0.10], [0.04, -0.05, -0.09]],
  "mulliken_spin": [0.1241, -0.0053, 0.1127, 0.0047, -0.0005, 0.0672, -0.0001, -0.0001, 0.0000, 0.0452, 0.0206, 0.0217, 0.5050, 0.0813, 0.0037, -0.0129, -0.0022, 0.0912, 0.0012, 0.0000, -0.0003, 0.1264, -0.0622, 0.0039, 0.0009, 0.0037, 0.0233, 0.0007, 0.0322, -0.0161, 0.0002, 0.0376, 0.0029, 0.0003, 0.0821, 0.0772, 0.0209, 1.4479, 0.0423, 0.0625, 0.0251, -0.0132, -0.0051, -0.0077, 0.0112, -0.0156, 0.0014, 0.0021, -0.0015, 0.0054, 0.0024, 0.0051, 0.0023, 0.0044, 0.0043, -0.0024, -0.0077, -0.0084, -0.0027, 0.0001, 0.0015, -0.0001, -0.0143, 0.0175, 0.0204, 0.9777, 0.0678, 0.0138, -0.0088, -0.0161, 0.0006, -0.0036]
}